A 4-piece molecular cluster, C17H37ClN2O3 overall at a distorted geometry, computed with ωB97M-V with the def2-TZVPD basis set.

Output
<S²> ... 0.750
Net charge ... -1
Spin multiplicity ... 2
Kohn-Sham gap (alpha / beta) ... 0.0903 / 0.2107 hartree
HOMO level (alpha / beta) ... -0.29 / -3.57 eV
Calculated total energy ... -39871.2865 eV
LUMO level (alpha / beta) ... 2.172 / 2.166 eV

Each line ends with the Löwdin charge.
Geometry (Å):
Cl  0.4490  -1.7561  -1.6034  -0.443
C  2.9135  -4.8711  3.4814  -0.077
C  2.0064  -3.5985  3.4407  -0.216
C  2.3006  -2.6410  2.2954  -0.126
N  1.6551  -1.2547  2.3746  -0.219
C  0.1211  -1.2267  2.2479  0.025
C  2.1008  -0.5355  3.6872  -0.117
C  2.5647  0.8294  3.3163  -0.202
C  3.2387  0.5780  1.9562  -0.156
C  2.1872  -0.3170  1.2999  -0.154
H  2.4773  -5.6162  4.1467  0.077
H  3.9684  -4.6480  3.6413  0.061
H  2.9240  -5.3318  2.4936  0.077
H  2.0225  -3.0294  4.3702  0.091
H  1.0037  -4.0174  3.3555  0.102
H  1.9993  -3.0653  1.3377  0.125
H  3.3588  -2.4213  2.1538  0.128
H  -0.1182  -0.1637  2.2173  0.079
H  -0.2076  -1.8011  3.1139  0.101
H  -0.1792  -1.7074  1.3168  0.058
H  1.3259  -0.5703  4.4529  0.133
H  3.0326  -1.0757  3.8547  0.122
H  1.7101  1.5041  3.2651  0.090
H  3.1843  1.2682  4.0984  0.115
H  3.4264  1.4618  1.3464  0.101
H  4.1597  0.0067  2.0717  0.110
H  1.4189  0.3585  0.9236  0.099
H  2.5436  -0.9040  0.4534  0.099
C  -4.1272  5.4120  -2.5203  -0.176
C  -3.7955  3.9830  -2.4582  -0.283
C  -2.2496  3.7285  -2.4506  -0.184
N  -1.8310  2.2097  -2.4585  -0.244
C  -2.3907  1.4902  -1.3190  -0.070
C  -0.2697  2.1069  -2.3954  -0.137
C  0.0961  1.5530  -3.7655  -0.158
C  -1.1405  0.6756  -4.0375  -0.189
C  -2.3147  1.5402  -3.6941  -0.156
H  -3.8289  6.0599  -3.3446  0.073
H  -3.5763  5.9935  -1.7811  0.058
H  -5.1380  5.6923  -2.2239  0.073
H  -4.1547  3.4057  -3.3101  0.098
H  -4.2287  3.5251  -1.5690  0.098
H  -1.9493  4.1348  -1.4847  0.048
H  -1.6917  4.1589  -3.2821  0.111
H  -3.4239  1.2035  -1.5150  0.097
H  -2.3050  2.0551  -0.3908  0.039
H  -1.7099  0.6613  -1.1255  0.079
H  0.0781  1.3287  -1.7160  0.079
H  0.1964  3.0504  -2.1114  0.064
H  0.9494  0.8854  -3.6464  0.106
H  0.2215  2.2740  -4.5733  0.103
H  -1.1423  -0.2622  -3.4818  0.065
H  -1.2629  0.4034  -5.0859  0.116
H  -3.2820  1.0472  -3.5978  0.133
H  -2.3059  2.2605  -4.5121  0.122
O  -0.1318  -4.2633  0.8775  0.028
C  -0.2255  -5.5488  0.7075  -0.937
O  -0.4366  -5.9554  -0.4745  -0.097
O  -0.0937  -6.3238  1.6576  -0.066
H  -0.1233  -3.9396  -0.0262  0.025

=====

C4H5N3O as an isolated structure at a distorted geometry, computed with ωB97M-V with the def2-TZVPD basis set.

Output
ΔE to the lowest compared entry with this formula, charge and spin ... 137.8 kcal per mole
Net charge ... 0
Spin multiplicity ... 1
Kohn-Sham gap ... 0.3500 hartree
HOMO level ... -8.65 eV
Calculated total energy ... -10741.6389 eV
LUMO level ... 0.871 eV

Each line ends with the Löwdin charge.
Geometry (Å):
C  0.6794  -0.7531  -0.8087  -0.035
C  0.2006  -0.9280  0.5204  -0.111
C  -0.0487  -1.2204  1.9210  -0.144
C  -0.6047  0.2477  0.6122  -0.290
H  0.0141  1.5966  -2.9381  0.163
H  1.5110  1.6697  -2.0753  0.092
H  1.4661  -1.3204  -1.4555  0.155
H  0.7191  -1.4273  2.6405  0.114
H  -0.7510  -2.0338  2.1526  0.122
N  0.7886  1.0019  -2.3704  0.038
N  0.2614  0.4077  -1.2886  -0.273
N  -0.6497  1.1406  -0.3342  0.185
O  -0.8901  -0.0516  2.0199  -0.016

=====

C15H25NO3 in the gas phase, computed with ωB97M-V with the def2-TZVPD basis set.

Output
Structure (SMILES) ... CCOc1cccc(OCCCNCCCOC)c1
ΔE to the lowest compared entry with this formula, charge and spin ... 71.7 kcal per mole
Net charge ... 0
Spin multiplicity ... 1
Kohn-Sham gap ... 0.3292 hartree
HOMO level ... -8.12 eV
Calculated total energy ... -23592.0618 eV
LUMO level ... 0.836 eV

Each line ends with the Löwdin charge.
Geometry (Å):
C  -3.7832  -3.3338  -0.4368  -0.065
C  -4.1698  -2.5430  0.8101  -0.251
O  -3.3194  -1.4394  1.0407  -0.051
C  -3.4506  -0.3115  0.2850  -0.263
C  -4.4458  -0.0724  -0.6523  -0.043
C  -4.4605  1.1395  -1.3273  -0.081
C  -3.5065  2.1025  -1.0898  -0.021
C  -2.5000  1.8676  -0.1484  -0.265
C  -2.4803  0.6617  0.5325  0.054
H  -1.7352  0.4253  1.2741  0.118
O  -1.6154  2.8873  0.0272  -0.040
C  -0.5119  2.7170  0.8919  -0.205
C  0.5981  1.8670  0.2738  -0.160
C  1.7887  1.7205  1.2349  -0.236
N  2.8373  0.8288  0.7953  -0.071
H  2.4499  -0.0872  0.5853  0.097
C  3.6033  1.2843  -0.3488  -0.242
C  4.7321  0.2986  -0.6507  -0.168
C  4.2304  -1.0037  -1.2853  -0.234
O  3.3613  -1.7706  -0.4816  -0.213
C  3.9842  -2.4220  0.5991  -0.113
H  4.3209  -1.7140  1.3631  0.082
H  3.2341  -3.0827  1.0304  0.090
H  4.8396  -3.0177  0.2579  0.090
H  3.6470  -0.7714  -2.1814  0.125
H  5.0959  -1.6172  -1.5811  0.119
H  5.2660  0.0827  0.2750  0.106
H  5.4325  0.7571  -1.3507  0.113
H  2.9947  1.4140  -1.2601  0.114
H  4.0320  2.2588  -0.0898  0.118
H  2.2362  2.7032  1.4157  0.119
H  1.4237  1.3366  2.1935  0.119
H  0.9182  2.3407  -0.6560  0.114
H  0.2097  0.8757  0.0279  0.113
H  -0.8321  2.2961  1.8532  0.123
H  -0.1436  3.7318  1.0695  0.132
H  -3.5142  3.0447  -1.6129  0.113
H  -5.2366  1.3260  -2.0547  0.106
H  -5.2105  -0.8014  -0.8657  0.100
H  -5.2176  -2.2221  0.7596  0.115
H  -4.0462  -3.1693  1.6986  0.122
H  -3.8697  -2.7175  -1.3283  0.067
H  -2.7536  -3.6723  -0.3531  0.078
H  -4.4332  -4.1986  -0.5394  0.076

=====

C2H2BrN3 in the gas phase at a distorted geometry, computed with ωB97M-V with the def2-TZVPD basis set.

Output
ΔE to the lowest compared entry with this formula, charge and spin ... 150.0 kcal per mole
Net charge ... 0
Spin multiplicity ... 1
Kohn-Sham gap (alpha / beta) ... 0.2705 / 0.3263 hartree
HOMO level (alpha / beta) ... -8.78 / -9.65 eV
Calculated total energy ... -76612.0107 eV
LUMO level (alpha / beta) ... -1.420 / -0.769 eV

Each line ends with the Löwdin charge.
Geometry (Å):
C  1.2963  -0.7480  0.0789  -0.404
C  -0.3624  0.4685  -0.8414  -0.427
N  2.2553  -1.2183  -0.4246  0.195
N  -0.0731  0.0355  1.7186  0.132
N  0.3821  -0.1614  0.5749  -0.250
Br  -2.1042  1.0665  -0.7450  0.766
H  -1.0510  0.4140  1.4201  0.032
H  -0.3430  0.1433  -1.7816  -0.044

=====

C47H35BrClGePPd as an isolated structure, computed with ωB97M-V with the def2-TZVPD basis set.

Output
ΔE to the lowest compared entry with this formula, charge and spin ... 0.0 kcal per mole
Net charge ... -2
Spin multiplicity ... 1
Kohn-Sham gap ... 0.1386 hartree
HOMO level ... 0.33 eV
Calculated total energy ... -201156.1308 eV
LUMO level ... 4.104 eV

Each line ends with the Löwdin charge.
Geometry (Å):
Pd  0.4576  -0.0302  -0.5421  0.263
Cl  4.0073  1.3737  -0.6928  0.660
C  4.5836  -0.0425  0.1383  -0.654
C  5.7999  0.0708  0.7970  -0.135
C  6.3327  -1.0257  1.4534  -0.113
C  5.6449  -2.2295  1.4308  -0.102
C  4.4289  -2.3205  0.7702  -0.099
C  3.8496  -1.2302  0.1156  -0.340
P  2.1870  -1.2696  -0.7555  0.835
C  2.9191  -1.4542  -2.4483  -0.360
C  2.4992  -0.5622  -3.4288  -0.124
C  3.0197  -0.6270  -4.7158  -0.100
C  3.9608  -1.5941  -5.0365  -0.112
C  4.3890  -2.4902  -4.0632  -0.101
C  3.8758  -2.4125  -2.7774  -0.096
C  1.6729  -2.9985  -0.3860  -0.364
C  1.3062  -3.8945  -1.3864  -0.087
C  0.7582  -5.1314  -1.0655  -0.090
C  0.5829  -5.4996  0.2585  -0.112
C  0.9291  -4.6059  1.2666  -0.117
C  1.4458  -3.3628  0.9449  -0.136
H  6.3173  1.0209  0.7850  0.091
H  7.2799  -0.9374  1.9717  0.091
H  6.0520  -3.1025  1.9271  0.093
H  3.9108  -3.2700  0.7606  0.091
H  1.7504  0.1755  -3.1564  0.077
H  2.6808  0.0743  -5.4692  0.098
H  4.3621  -1.6518  -6.0419  0.089
H  5.1244  -3.2481  -4.3082  0.090
H  4.2158  -3.1108  -2.0199  0.104
H  1.4044  -3.6158  -2.4280  0.093
H  0.4478  -5.7939  -1.8643  0.095
H  0.1465  -6.4599  0.5067  0.092
H  0.7622  -4.8651  2.3057  0.096
H  1.6537  -2.6478  1.7333  0.109
Br  -3.1762  0.6462  2.3809  0.747
C  -4.1174  1.6429  1.0461  -0.611
C  -5.4669  1.8228  1.2775  -0.196
C  -6.1582  2.7396  0.4653  -0.136
C  -5.4830  3.5288  -0.4224  -0.083
C  -4.0733  3.4076  -0.6020  -0.236
C  -3.3049  4.3365  -1.3135  -0.133
C  -1.8989  4.2338  -1.2351  -0.164
C  -1.2646  3.1337  -0.7247  -0.119
C  -2.0338  1.9431  -0.4100  -0.408
C  -3.4123  2.2902  0.0218  -0.210
H  -5.9579  1.3033  2.0885  0.068
H  -7.2303  2.8568  0.5905  0.082
H  -6.0107  4.2901  -0.9897  0.092
H  -3.7848  5.1938  -1.7732  0.066
H  -1.2929  5.0497  -1.6235  0.076
H  -0.1838  3.0385  -0.7595  0.066
C  -1.5326  0.6723  -0.5971  -0.361
Ge  -2.7228  -0.7652  -0.9895  0.902
C  -1.8746  -1.9677  -2.3471  -0.252
C  -0.9494  -1.4578  -3.2601  -0.128
C  -0.4289  -2.2434  -4.2817  -0.112
C  -0.8245  -3.5696  -4.4150  -0.130
C  -1.7477  -4.0949  -3.5213  -0.125
C  -2.2644  -3.2978  -2.5051  -0.116
C  -3.2886  -2.1119  0.3578  -0.302
C  -4.5639  -2.1533  0.9205  -0.155
C  -4.8940  -3.0888  1.8932  -0.113
C  -3.9443  -4.0004  2.3341  -0.124
C  -2.6644  -3.9668  1.7943  -0.100
C  -2.3457  -3.0337  0.8157  -0.111
C  -4.3762  -0.3031  -1.9997  -0.229
C  -4.4681  0.9205  -2.6635  -0.091
C  -5.5695  1.2335  -3.4498  -0.097
C  -6.6045  0.3206  -3.5995  -0.128
C  -6.5243  -0.9101  -2.9621  -0.119
C  -5.4190  -1.2139  -2.1757  -0.122
H  -0.6278  -0.4277  -3.1450  0.066
H  0.2976  -1.8241  -4.9694  0.085
H  -0.4151  -4.1869  -5.2078  0.085
H  -2.0643  -5.1293  -3.6124  0.087
H  -2.9810  -3.7303  -1.8136  0.092
H  -5.3068  -1.4253  0.6114  0.091
H  -5.8916  -3.0952  2.3195  0.089
H  -4.1971  -4.7278  3.0981  0.083
H  -1.9108  -4.6691  2.1334  0.079
H  -1.3409  -3.0199  0.4028  0.085
H  -3.6703  1.6466  -2.5600  0.096
H  -5.6186  2.2021  -3.9349  0.094
H  -7.4684  0.5657  -4.2082  0.082
H  -7.3226  -1.6365  -3.0765  0.084
H  -5.3718  -2.1847  -1.6926  0.086

=====

C5H10O in the gas phase, computed with ωB97M-V with the def2-TZVPD basis set.

Output
ΔE to the lowest compared entry with this formula, charge and spin ... 68.5 kcal per mole
Net charge ... 0
Spin multiplicity ... 1
Kohn-Sham gap ... 0.3468 hartree
HOMO level ... -8.37 eV
Calculated total energy ... -7391.7930 eV
LUMO level ... 1.062 eV

Each line ends with the Löwdin charge.
Geometry (Å):
C  -0.9264  1.3414  -0.8982  -0.090
C  -0.7987  0.1053  0.0037  -0.463
C  -1.7220  -1.0366  -0.4085  -0.081
C  0.6420  -0.3036  -0.1684  -0.025
C  2.5872  -0.3058  1.0631  -0.070
O  1.1616  -0.3720  1.0311  -0.125
H  -0.2449  2.1357  -0.5690  0.077
H  -1.9451  1.7420  -0.8866  0.078
H  -0.6522  1.0847  -1.9270  0.079
H  -0.9967  0.3838  1.0499  0.130
H  -2.7683  -0.7160  -0.3717  0.078
H  -1.6011  -1.8865  0.2723  0.078
H  -1.4901  -1.3743  -1.4239  0.080
H  2.9327  -0.1515  0.0399  0.078
H  3.0144  -1.2070  1.5046  0.087
H  2.8076  0.5604  1.6885  0.090

=====

Question: Look up the spin multiplicity of the third one.
Answer: 1